No. 1
This record from the Open Molecules 2025 dataset describes a structure of composition C7H7AsBF2O3PtS5. The level of theory is ωB97M-V with the def2-TZVPD basis set.

Structure (XYZ):
```
27
Properties=species:S:1:pos:R:3:lowdin_spin:R:1
Pt -2.36 -1.74 -0.19 1.44
S -6.32 -4.33 1.15 0.51
As -4.31 -3.72 1.39 0.03
S -3.90 -1.60 1.69 0.36
S -2.98 -4.02 -0.34 0.45
S -4.09 -5.04 3.03 0.54
C 2.96 3.93 0.01 0.00
C 2.42 2.52 -0.01 0.00
C 3.01 1.51 0.73 0.00
C 2.50 0.22 0.73 0.00
C 1.38 -0.06 -0.04 0.00
C 0.78 0.93 -0.80 0.00
C 1.30 2.21 -0.78 0.00
S 0.71 -1.70 -0.04 0.02
O -0.52 -1.58 0.84 0.19
O 1.69 -2.56 0.56 0.02
O 0.29 -1.98 -1.40 0.05
H 3.97 3.95 0.43 0.00
H 2.33 4.58 0.62 0.00
H 3.00 4.35 -0.99 0.00
H 3.89 1.74 1.33 0.00
H 2.96 -0.57 1.30 0.00
H -0.09 0.70 -1.40 0.00
H 0.83 2.99 -1.38 0.00
F -3.99 -0.86 -2.59 0.05
B -2.99 -0.53 -1.78 0.26
F -2.44 0.66 -2.05 0.07
```

Results
HOMO-LUMO gap (alpha / beta)   7.72 / 6.27 eV
2S+1   5
ΔE to the lowest compared entry with this formula, charge and spin   0.0000 eV
Total charge   -1
Energy   -137892.718 eV
HOMO energy (alpha / beta)   -5.20 / -5.71 eV
⟨S²⟩   6.017

***

No. 2
This record from the Open Molecules 2025 dataset describes a structure of composition C7H7BiO6 in a non-equilibrium geometry. The level of theory is ωB97M-V with the def2-TZVPD basis set.

Structure (XYZ):
```
21
Properties=species:S:1:pos:R:3:nbo_charge:R:1
O -0.63 3.03 -6.26 -0.42
C -0.64 2.97 -5.11 0.45
Bi -0.65 1.38 -1.35 1.25
C -0.84 1.45 1.15 0.49
O -0.70 1.41 2.30 -0.33
C -0.72 -1.43 -0.99 0.51
O -0.59 -2.57 -0.90 -0.36
C 1.65 1.06 -1.42 0.50
O 2.76 0.70 -1.39 -0.26
C -2.99 0.82 -1.26 0.49
O -4.07 0.60 -1.56 -0.26
H -0.58 0.45 -2.98 -0.12
C 1.10 -1.09 3.05 -0.65
C 0.46 -1.42 1.71 -0.08
O 1.07 -0.57 0.68 -0.78
H 2.19 -1.14 2.93 0.24
H 0.76 -1.85 3.76 0.27
H 0.78 -0.10 3.39 0.21
H 0.68 -2.44 1.37 0.22
H -0.64 -1.34 1.72 0.17
H 1.61 0.09 1.17 0.49
```

Results
HOMO-LUMO gap   7.26 eV
ΔE to the lowest compared entry with this formula, charge and spin   1.4049 eV
Total charge   +2
Energy   -25473.551 eV
HOMO energy   -18.22 eV

***

No. 3
This record from the Open Molecules 2025 dataset describes an isolated molecule of C7H7BrF2 in a non-equilibrium geometry. The level of theory is ωB97M-V with the def2-TZVPD basis set.

Structure (XYZ):
```
17
Properties=species:S:1:pos:R:3:nbo_charge:R:1
C -1.77 0.97 -1.90 -0.63
C -0.66 0.76 -0.86 -0.24
C -0.82 0.75 0.46 0.35
F -2.04 1.15 1.03 -0.36
C 0.18 0.72 1.54 -0.25
C 1.28 -0.04 1.67 -0.18
C 2.01 -0.89 0.60 -0.35
C 1.47 -1.98 0.08 0.31
F 2.19 -2.70 -0.74 -0.31
Br -0.27 -2.60 0.29 0.09
H -1.51 0.53 -2.77 0.21
H -2.07 2.10 -2.04 0.22
H -2.66 0.41 -1.54 0.23
H 0.27 0.35 -1.26 0.22
H -0.26 1.16 2.42 0.23
H 1.75 -0.13 2.75 0.22
H 2.91 -0.54 0.28 0.23
```

Results
HOMO-LUMO gap   9.56 eV
ΔE to the lowest compared entry with this formula, charge and spin   1.3917 eV
Total charge   0
Energy   -82847.079 eV
HOMO energy   -8.94 eV

***

No. 4
This record from the Open Molecules 2025 dataset describes an isolated molecule of C7H7Cl in a non-equilibrium geometry. The level of theory is ωB97M-V with the def2-TZVPD basis set.

Structure (XYZ):
```
15
Properties=species:S:1:pos:R:3:nbo_charge:R:1
Cl -3.41 0.28 0.34 -0.03
C -2.03 -0.67 0.77 -0.41
C -0.61 -0.26 0.27 -0.03
C -0.06 -0.75 -0.93 -0.20
C 1.13 -0.21 -1.49 -0.22
C 1.85 0.75 -0.79 -0.20
C 1.44 1.11 0.49 -0.22
C 0.26 0.56 1.03 -0.20
H -2.02 -0.67 1.84 0.22
H -2.25 -1.65 0.38 0.22
H -0.56 -1.60 -1.37 0.21
H 1.49 -0.56 -2.46 0.22
H 2.75 1.20 -1.23 0.22
H 2.05 1.80 1.08 0.22
H -0.02 0.70 2.07 0.21
```

Results
HOMO-LUMO gap   10.26 eV
ΔE to the lowest compared entry with this formula, charge and spin   0.0000 eV
Total charge   0
Energy   -19894.646 eV
HOMO energy   -9.39 eV

***

No. 5
This record from the Open Molecules 2025 dataset describes a cluster of 2 separate species, C7H7ClN4 in total in a non-equilibrium geometry. The level of theory is ωB97M-V with the def2-TZVPD basis set.

Structure (XYZ):
```
19
Properties=species:S:1:pos:R:3:nbo_charge:R:1
C -2.77 0.97 0.09 -0.22
C -2.75 -0.43 0.46 -0.19
C -1.58 1.62 -0.12 -0.20
C -1.55 -1.10 0.46 -0.24
C -0.36 0.94 -0.06 -0.23
C -0.33 -0.40 0.23 0.12
C 3.24 0.07 -0.81 -0.09
N 1.84 -3.05 0.12 -0.08
N 1.17 -2.16 0.18 0.25
N 0.90 -1.03 0.43 -0.30
N 2.97 0.39 0.39 -0.36
Cl 2.58 2.05 0.62 0.08
H -3.66 1.56 -0.04 0.21
H -3.60 -1.06 0.66 0.22
H -1.65 2.64 -0.33 0.21
H -1.51 -2.11 0.66 0.21
H 0.54 1.47 -0.41 0.22
H 3.04 0.68 -1.65 0.18
H 3.46 -1.06 -0.89 0.20
```

Results
HOMO-LUMO gap   9.20 eV
ΔE to the lowest compared entry with this formula, charge and spin   1.5095 eV
Total charge   0
Energy   -25850.698 eV
HOMO energy   -8.61 eV

***

No. 6
This record from the Open Molecules 2025 dataset describes a structure of composition C7H7ClO2 in a non-equilibrium geometry. The level of theory is ωB97M-V with the def2-TZVPD basis set.

Structure (XYZ):
```
17
Properties=species:S:1:pos:R:3:nbo_charge:R:1
C -0.70 -1.50 0.55 -0.34
C -1.13 -2.58 -0.14 0.10
C -0.03 -0.72 -0.36 -0.11
C -0.08 -1.35 -1.59 0.21
C -0.69 2.18 1.14 -0.38
C 0.42 1.46 1.17 -0.23
C 0.92 0.91 -0.15 0.15
O -0.73 -2.53 -1.43 -0.41
O 2.25 0.53 -0.18 -0.71
Cl 0.20 -0.85 -3.28 0.00
H -0.86 -1.26 1.54 0.23
H -1.74 -3.43 -0.03 0.21
H -1.10 2.49 2.11 0.20
H -1.14 2.70 0.27 0.20
H 0.91 1.32 2.06 0.21
H 0.75 1.56 -0.95 0.18
H 2.77 1.07 -0.74 0.48
```

Results
HOMO-LUMO gap   9.21 eV
ΔE to the lowest compared entry with this formula, charge and spin   3.6166 eV
Total charge   0
Energy   -23986.202 eV
HOMO energy   -8.49 eV

***

No. 7
This record from the Open Molecules 2025 dataset describes a cluster of 2 separate species, C7H7F2NO2S in total in a non-equilibrium geometry. The level of theory is ωB97M-V with the def2-TZVPD basis set.

Structure (XYZ):
```
20
Properties=species:S:1:pos:R:3:nbo_charge:R:1
C 2.18 -0.69 1.27 -0.14
C 1.24 -0.31 2.12 -0.22
C 2.31 -0.16 -0.11 -0.18
C 0.29 0.60 1.70 -0.10
C 1.43 0.80 -0.54 -0.16
C 0.41 1.15 0.37 -0.26
C -0.55 2.07 0.02 0.88
N -3.09 -1.38 -1.67 -1.12
O -1.05 -1.74 -0.30 -0.93
O -0.99 -0.53 -2.49 -0.96
F -1.45 2.55 0.87 -0.28
F -0.38 2.80 -1.04 -0.27
S -1.65 -0.71 -1.18 1.78
H 2.89 -1.44 1.54 0.22
H 1.21 -0.64 3.21 0.23
H 3.12 -0.60 -0.73 0.23
H -0.55 0.88 2.40 0.24
H 1.28 1.19 -1.47 0.24
H -3.10 -1.55 -2.70 0.40
H -3.56 -2.29 -1.27 0.41
```

Results
HOMO-LUMO gap (alpha / beta)   4.77 / 7.55 eV
Total charge   0
Energy   -29223.803 eV
HOMO energy (alpha / beta)   -7.35 / -8.96 eV